Run w
The following is a DFT calculation (ωB97M-V/def2-TZVPD) of 2 unconnected molecules or ions with the total composition C7H14O3.

Computed properties:
- SMILES: C=C(C)CO.COC(C)=O
- Lowest unoccupied orbital energy: 0.71 eV
- 2S+1: 1

CARTESIAN COORDINATES (ANGSTROEM)
C (0.965, 0.761, -1.192)
C (-0.385, -0.903, -2.601)
C (-0.444, -0.070, -1.344)
C (-1.630, 0.514, -1.053)
O (2.132, -0.030, -1.027)
H (1.998, -0.964, -0.806)
H (0.884, 1.547, -0.443)
H (1.110, 1.285, -2.140)
H (0.390, -0.576, -3.300)
H (-0.162, -1.953, -2.396)
H (-1.283, -0.822, -3.219)
H (-1.849, 1.003, -0.115)
H (-2.484, 0.452, -1.718)
C (-0.762, -1.630, 1.538)
C (1.160, 1.363, 2.312)
C (-0.111, 0.682, 1.929)
O (0.073, -0.521, 1.152)
O (-1.203, 1.014, 2.326)
H (-1.076, -2.160, 0.638)
H (-0.148, -2.306, 2.137)
H (-1.658, -1.352, 2.096)
H (1.770, 1.597, 1.441)
H (1.770, 0.754, 2.985)
H (0.943, 2.315, 2.799)



Run x
The following is a DFT calculation (ωB97M-V/def2-TZVPD) of 2 unconnected molecules or ions with the total composition C7H14O3.

Computed properties:
- SMILES: CC(C)=C(C)C.O=C(O)O
- Lowest unoccupied orbital energy: 0.52 eV
- 2S+1: 1

CARTESIAN COORDINATES (ANGSTROEM)
C (-1.806, 0.245, 1.357)
C (0.220, 2.015, 0.015)
C (0.305, 0.421, -1.943)
C (-1.601, -1.416, -0.540)
C (-1.104, -0.132, 0.078)
C (-0.173, 0.661, -0.529)
H (1.327, 0.794, -2.072)
H (0.322, -0.637, -2.212)
H (-2.072, -2.062, 0.208)
H (-2.347, -1.198, -1.312)
H (-2.102, -0.643, 1.924)
H (-1.184, 0.846, 2.022)
H (-2.712, 0.815, 1.122)
H (-0.503, 2.780, -0.283)
H (0.303, 2.015, 1.105)
H (1.202, 2.313, -0.368)
H (-0.338, 0.946, -2.657)
H (-0.786, -1.996, -0.979)
C (1.851, -1.208, 0.931)
O (2.202, -1.740, -0.245)
O (2.636, -0.139, 1.148)
O (1.165, -1.724, 1.797)
H (2.806, -1.076, -0.626)
H (2.389, 0.121, 2.059)



Which structure is the most stable? The one labeled run x.



Run w
The following is a DFT calculation (ωB97M-V/def2-TZVPD) of 2 unconnected molecules or ions with the total composition C11H18.

Computed properties:
- SMILES: CCc1ccccc1.CCC
- Lowest unoccupied orbital energy: 0.98 eV
- 2S+1: 1

CARTESIAN COORDINATES (ANGSTROEM)
C (-0.648, 1.874, -0.573)
C (-1.175, 3.293, -0.247)
C (-0.887, 0.895, 0.568)
C (-1.844, -0.088, 0.366)
C (-0.302, 1.105, 1.806)
C (-2.182, -0.966, 1.389)
C (-0.687, 0.251, 2.844)
C (-1.568, -0.786, 2.632)
H (-1.171, 1.474, -1.439)
H (0.415, 1.897, -0.819)
H (-1.425, 3.428, 0.795)
H (-2.431, -0.104, -0.541)
H (0.366, 1.932, 2.002)
H (-2.755, -1.872, 1.233)
H (-0.221, 0.381, 3.815)
H (-1.781, -1.511, 3.413)
H (-2.084, 3.443, -0.826)
H (-0.435, 4.042, -0.443)
C (1.817, -1.972, -2.034)
C (0.776, -1.928, -0.925)
C (3.123, -1.264, -1.609)
H (2.099, -3.007, -2.213)
H (1.405, -1.547, -2.926)
H (0.789, -1.148, -0.167)
H (3.651, -0.794, -2.440)
H (2.915, -0.450, -0.921)
H (0.678, -2.799, -0.274)
H (-0.243, -1.803, -1.316)
H (3.806, -1.974, -1.148)



Run x
The following is a DFT calculation (ωB97M-V/def2-TZVPD) of 2 unconnected molecules or ions with the total composition C11H18.

Computed properties:
- SMILES: Cc1ccccc1.CC(C)C
- Lowest unoccupied orbital energy: 0.99 eV
- 2S+1: 1

CARTESIAN COORDINATES (ANGSTROEM)
C (1.690, -1.977, 0.630)
C (1.010, 1.106, 2.654)
C (1.674, 0.018, 2.149)
C (-0.375, 1.186, 2.545)
C (0.939, -0.952, 1.433)
C (-1.095, 0.168, 1.963)
C (-0.438, -0.919, 1.398)
H (1.517, 1.938, 3.111)
H (2.718, -0.191, 2.308)
H (-0.930, 2.008, 2.981)
H (-2.177, 0.211, 1.993)
H (1.098, -2.869, 0.464)
H (2.624, -2.324, 1.084)
H (-1.017, -1.655, 0.849)
H (1.981, -1.550, -0.332)
C (-0.443, 0.321, -2.383)
C (-0.027, 0.117, -3.843)
C (-0.988, 1.728, -2.164)
C (-1.504, -0.712, -2.002)
H (0.414, 0.193, -1.718)
H (-0.791, 0.534, -4.503)
H (-1.594, 2.074, -2.995)
H (-1.587, 1.808, -1.256)
H (-0.207, 2.484, -1.996)
H (-2.337, -0.661, -2.705)
H (-1.029, -1.685, -2.104)
H (0.091, -0.939, -4.062)
H (0.912, 0.630, -4.088)
H (-1.805, -0.517, -0.977)



Run y
The following is a DFT calculation (ωB97M-V/def2-TZVPD) of 2 unconnected molecules or ions with the total composition C11H18.

Computed properties:
- SMILES: Cc1ccccc1.CC(C)C
- Lowest unoccupied orbital energy: 0.93 eV
- 2S+1: 1

CARTESIAN COORDINATES (ANGSTROEM)
C (1.877, -0.292, -2.650)
C (-0.458, -0.241, -2.031)
C (0.716, -0.968, -2.002)
C (-1.628, -0.730, -1.348)
C (-1.433, -1.859, -0.624)
C (0.684, -2.284, -1.529)
C (-0.377, -2.751, -0.774)
H (-0.621, 0.764, -2.464)
H (-2.615, -0.327, -1.491)
H (2.391, 0.512, -2.126)
H (1.497, 0.110, -3.583)
H (-2.236, -2.144, 0.099)
H (1.574, -2.935, -1.621)
H (-0.365, -3.707, -0.270)
H (2.708, -0.944, -3.012)
C (0.048, 1.496, 2.175)
C (-0.497, 1.386, 3.632)
C (-0.835, 2.352, 1.281)
C (1.444, 2.128, 2.329)
H (0.184, 0.481, 1.749)
H (-1.567, 1.678, 3.558)
H (-1.769, 2.853, 1.589)
H (-0.469, 3.259, 0.755)
H (-1.135, 1.649, 0.501)
H (1.616, 2.653, 3.273)
H (2.274, 1.428, 2.255)
H (1.634, 2.873, 1.534)
H (0.013, 2.005, 4.379)
H (-0.585, 0.450, 4.186)



Run z
The following is a DFT calculation (ωB97M-V/def2-TZVPD) of 2 unconnected molecules or ions with the total composition C11H18.

Computed properties:
- SMILES: c1ccccc1.CCCCC
- Lowest unoccupied orbital energy: 0.98 eV
- 2S+1: 1

CARTESIAN COORDINATES (ANGSTROEM)
C (4.067, 1.057, -2.136)
C (2.790, 1.181, -1.254)
C (2.316, -0.230, -0.922)
C (1.051, -0.243, -0.106)
C (0.754, -1.597, 0.455)
C (-2.037, -0.658, 0.589)
C (-3.015, -1.350, 1.378)
C (-4.184, -0.643, 1.822)
C (-4.340, 0.669, 1.638)
C (-3.436, 1.304, 0.793)
C (-2.298, 0.697, 0.236)
H (4.855, 0.571, -1.537)
H (3.734, 0.416, -2.956)
H (4.492, 1.924, -2.452)
H (1.998, 1.741, -1.763)
H (3.213, 1.804, -0.349)
H (2.155, -0.797, -1.883)
H (3.079, -0.763, -0.343)
H (0.270, 0.157, -0.754)
H (1.408, 0.387, 0.758)
H (1.766, -1.971, 0.885)
H (0.049, -1.542, 1.280)
H (0.401, -2.247, -0.336)
H (-1.072, -1.083, 0.220)
H (-2.822, -2.377, 2.110)
H (-4.986, -1.243, 2.322)
H (-5.147, 1.274, 2.204)
H (-3.426, 2.404, 0.665)
H (-1.636, 1.160, -0.564)



Which structure is the most stable? The one labeled run x.



Run w
The following is a DFT calculation (ωB97M-V/def2-TZVPD) of 2 unconnected molecules or ions with the total composition C11H18.

Computed properties:
- SMILES: Cc1ccccc1.CC(C)C
- Lowest unoccupied orbital energy: 0.97 eV
- 2S+1: 1

CARTESIAN COORDINATES (ANGSTROEM)
C (3.991, 0.125, -1.596)
C (1.018, 0.896, 0.673)
C (2.122, 0.256, 0.107)
C (0.664, 2.166, 0.254)
C (2.817, 0.809, -0.959)
C (1.381, 2.769, -0.768)
C (2.435, 2.089, -1.354)
H (0.490, 0.293, 1.397)
H (2.370, -0.683, 0.584)
H (-0.102, 2.732, 0.771)
H (1.178, 3.769, -1.123)
H (4.458, -0.601, -0.933)
H (4.756, 0.792, -1.983)
H (2.970, 2.571, -2.164)
H (3.609, -0.430, -2.418)
C (-2.040, -1.259, 0.866)
C (-3.084, -0.462, 1.680)
C (-2.410, -2.736, 0.883)
C (-2.023, -0.660, -0.544)
H (-1.062, -1.120, 1.220)
H (-3.696, -1.076, 2.337)
H (-3.763, 0.036, 0.991)
H (-3.427, -2.890, 0.524)
H (-1.802, -3.311, 0.177)
H (-2.186, -3.104, 1.849)
H (-1.799, 0.409, -0.438)
H (-1.255, -1.086, -1.189)
H (-2.983, -0.645, -1.063)
H (-2.626, 0.352, 2.218)



Run x
The following is a DFT calculation (ωB97M-V/def2-TZVPD) of 2 unconnected molecules or ions with the total composition C11H18.

Computed properties:
- SMILES: Cc1ccccc1.CC(C)C
- Lowest unoccupied orbital energy: 0.89 eV
- 2S+1: 1

CARTESIAN COORDINATES (ANGSTROEM)
C (-2.647, 1.553, 1.842)
C (-0.141, 3.650, -0.074)
C (-0.260, 3.119, -1.351)
C (-0.935, 3.154, 0.946)
C (-1.877, 2.152, 0.702)
C (-1.213, 2.161, -1.618)
C (-2.048, 1.702, -0.594)
H (0.594, 4.428, 0.130)
H (0.320, 3.518, -2.172)
H (-0.844, 3.520, 1.961)
H (-1.424, 1.754, -2.606)
H (-3.720, 1.650, 1.657)
H (-2.471, 2.060, 2.784)
H (-2.731, 0.923, -0.903)
H (-2.462, 0.500, 2.048)
C (1.507, -2.177, -0.047)
C (1.327, -3.135, 1.108)
C (2.914, -2.229, -0.630)
C (0.462, -2.460, -1.154)
H (1.367, -1.151, 0.300)
H (1.435, -4.178, 0.767)
H (3.118, -3.183, -1.134)
H (3.076, -1.411, -1.329)
H (3.682, -2.109, 0.145)
H (0.259, -3.525, -1.045)
H (-0.427, -1.869, -0.962)
H (0.841, -2.380, -2.168)
H (0.293, -3.082, 1.457)
H (2.005, -2.954, 1.939)



Which structure is the most stable? The one labeled run x.